Density functional theory data (the ωB97M-V functional and the def2-TZVPD basis) for the ion C4H4NO with charge -1 in a non-equilibrium geometry.

- M: 82.08 g mol⁻¹
- Gap between HOMO and LUMO: 0.2662 hartree
- Charge: -1

Structure (XYZ):
```
10
Properties=species:S:1:pos:R:3:forces:R:3
C -0.09619 0.43804 -0.31044 0.99 1.59 0.90
C -0.46218 1.08747 -1.43792 -0.32 -0.60 1.36
C 0.83646 0.17538 -1.36956 -0.10 -0.65 -0.63
C -0.16406 0.07602 1.19765 -1.26 1.90 -1.96
N -0.70076 -1.20220 0.76936 -0.39 0.06 1.23
O -1.90095 -1.25294 0.91154 -0.94 -0.81 0.09
H 1.79158 0.67005 -1.51334 0.38 -0.03 0.13
H 0.74714 -0.83754 -1.76569 0.50 0.02 -0.61
H 0.73504 0.04563 1.74432 1.67 -0.51 -0.04
H -0.78609 0.80009 1.77408 -0.53 -0.98 -0.46
```
Forces are in eV/Å.

These are the Mulliken partial charges, in e, on atoms 1 to 6:
1 C 0.26
2 C -0.87
3 C -0.64
4 C -0.10
5 N -0.11
6 O -0.42

=====

Density functional theory data (the ωB97M-V functional and the def2-TZVPD basis) for a structure of composition C25H17NaO2 in a non-equilibrium geometry.

- M: 372.40 g mol⁻¹
- Gap between HOMO and LUMO: 0.1350 hartree
- Charge: 0

Structure (XYZ):
```
45
Properties=species:S:1:pos:R:3:forces:R:3
C 5.14702 -2.50913 -1.93695 0.00 0.49 0.13
C 3.77595 -2.78608 -1.90359 -0.07 0.11 0.01
C 2.89750 -1.74539 -1.63292 0.88 0.23 -0.11
C 3.37943 -0.44807 -1.38745 0.75 -0.97 -0.19
C 4.74600 -0.16607 -1.38549 -0.30 -0.13 -0.01
C 5.63005 -1.20740 -1.67433 -0.25 -0.37 -0.04
C 2.24990 0.44870 -1.23045 -1.01 1.74 0.13
O 2.32769 1.69374 -1.06347 0.01 -1.53 -0.31
C 1.00961 -0.32943 -1.34688 -0.04 0.13 0.07
C -0.24460 0.21620 -1.23164 1.03 0.23 -0.71
C -1.48842 -0.51556 -1.32054 -1.31 -0.49 0.16
C -1.70159 -1.71382 -0.59825 0.17 0.38 -0.33
C -2.90648 -2.39898 -0.70079 -0.07 0.17 -0.22
C -3.92879 -1.91398 -1.52715 0.33 0.26 0.18
C -3.74935 -0.70410 -2.21638 0.00 -0.22 0.00
C -2.54963 -0.00669 -2.11131 0.43 -0.25 0.41
C 1.40762 -1.75507 -1.59660 -1.13 -0.73 0.18
O 0.69389 -2.74327 -1.73693 1.08 1.21 0.03
H 5.85476 -3.30482 -2.17115 -0.19 0.22 0.10
H 3.37772 -3.78087 -2.09144 0.16 0.15 0.01
H 5.07997 0.84585 -1.16461 0.04 -0.23 -0.10
H 6.70444 -1.01623 -1.70157 -0.34 -0.08 0.02
H -0.33149 1.31921 -1.24322 -0.11 -0.85 0.08
H -0.90982 -2.10308 0.03940 -0.25 0.15 -0.14
H -3.03182 -3.32449 -0.13763 -0.05 0.27 -0.18
H -4.86627 -2.46731 -1.61152 0.28 0.23 0.00
H -4.55126 -0.31222 -2.84570 0.26 -0.13 0.20
H -2.38942 0.92523 -2.66216 -0.19 -0.27 0.19
C 0.42691 1.95086 3.57429 0.45 -0.27 -0.76
Na 0.79956 3.15645 -1.26545 -0.01 0.15 0.53
C 0.99676 1.11532 2.57649 -0.78 0.77 0.76
C -0.02906 0.72427 1.67889 0.01 -0.09 -0.52
C -1.24771 1.35888 2.06962 0.18 0.27 0.88
C -0.95744 2.13430 3.27118 0.00 -0.57 -0.61
C -1.98880 2.82310 3.92216 -0.47 -0.03 -0.40
C -3.28539 2.76474 3.39480 0.43 0.05 0.12
C -3.56650 2.00179 2.24011 0.17 -0.14 -0.21
C -2.56029 1.28692 1.58797 -0.19 0.22 0.08
H 0.91963 2.41353 4.42465 0.09 -0.18 -0.19
H 2.03262 0.79249 2.52122 -0.17 0.03 0.09
H 0.03495 -0.05264 0.92879 0.06 0.06 0.50
H -1.76361 3.38964 4.82623 -0.19 -0.07 -0.15
H -4.09509 3.31481 3.87570 0.20 -0.15 -0.07
H -4.58713 1.96593 1.85025 0.28 0.00 0.17
H -2.76202 0.66275 0.71383 -0.21 0.22 0.25
```
Forces are in eV/Å.

These are the Mulliken partial charges, in e, on atoms 1 to 6:
1 C -0.47
2 C -0.38
3 C -0.16
4 C 0.29
5 C -0.49
6 C -0.48

=====

The lowest M belongs to which entry?
C4H4NO